{"formula": "C72H144N8O8", "method": "ωB97M-V with the def2-TZVPD basis set", "elements": ["O", "O", "O", "O", "O", "O", "O", "O", "N", "N", "N", "N", "N", "N", "N", "N", "C", "C", "C", "C", "C", "C", "C", "C", "C", "C", "C", "C", "C", "C", "C", "C", "C", "C", "C", "C", "C", "C", "C", "C", "C", "C", "C", "C", "C", "C", "C", "C", "C", "C", "C", "C", "C", "C", "C", "C", "C", "C", "C", "C", "C", "C", "C", "C", "C", "C", "C", "C", "C", "C", "C", "C", "C", "C", "C", "C", "C", "C", "C", "C", "C", "C", "C", "C", "C", "C", "C", "C", "H", "H", "H", "H", "H", "H", "H", "H", "H", "H", "H", "H", "H", "H", "H", "H", "H", "H", "H", "H", "H", "H", "H", "H", "H", "H", "H", "H", "H", "H", "H", "H", "H", "H", "H", "H", "H", "H", "H", "H", "H", "H", "H", "H", "H", "H", "H", "H", "H", "H", "H", "H", "H", "H", "H", "H", "H", "H", "H", "H", "H", "H", "H", "H", "H", "H", "H", "H", "H", "H", "H", "H", "H", "H", "H", "H", "H", "H", "H", "H", "H", "H", "H", "H", "H", "H", "H", "H", "H", "H", "H", "H", "H", "H", "H", "H", "H", "H", "H", "H", "H", "H", "H", "H", "H", "H", "H", "H", "H", "H", "H", "H", "H", "H", "H", "H", "H", "H", "H", "H", "H", "H", "H", "H", "H", "H", "H", "H", "H", "H", "H", "H", "H", "H", "H", "H", "H", "H", "H", "H", "H", "H", "H", "H"], "coordinates": [[4.74329, -3.42861, -0.45885], [-2.54908, -7.63800, -2.35696], [-1.36769, 6.98487, -4.68841], [-0.92162, 4.34211, 5.12615], [5.83917, 3.04360, 7.03346], [-3.36803, 1.26210, -5.09680], [-1.27259, -0.53227, 0.34838], [0.59961, -2.82566, 5.67123], [4.81132, 2.02698, 6.78211], [-0.56445, -3.86474, 5.44907], [5.12023, -2.09553, -0.82864], [-0.01500, -0.11564, -0.32052], [-1.00592, 5.67182, -5.11005], [-4.19838, 0.32636, -5.75187], [-3.27201, -6.52699, -1.66911], [-1.32425, 4.89992, 3.88159], [0.40183, 3.61267, -4.67986], [-4.50024, -1.56961, -3.98012], [1.34581, 5.85635, -4.15441], [4.89448, -0.94502, 1.46364], [-1.78095, -6.18266, 4.22150], [-2.70461, 4.69229, 3.40068], [0.93070, 5.95448, 3.63647], [-2.27736, 5.75123, -7.23854], [5.81660, -0.40666, -2.54906], [-0.83108, -3.88005, 3.97308], [-0.58548, 4.85585, -2.77049], [-1.49599, -6.19814, 5.74108], [3.10075, 3.67123, 5.97726], [2.62963, 1.39545, 5.82737], [-0.03426, 2.28808, 0.90732], [-1.17367, -5.99047, -0.18837], [-5.52899, -1.93028, -6.96595], [-0.97547, 7.40591, 4.21020], [-1.92526, -4.88594, 3.54600], [-0.65972, -4.73502, 7.66175], [-4.74242, -1.06299, -7.74230], [-1.42325, -2.52077, 3.51282], [5.20705, 0.60270, 6.92474], [3.96285, -0.28367, 7.03332], [-3.64486, -0.30288, -6.95836], [7.18495, -1.92399, 0.67543], [-0.53222, -1.17718, -2.67512], [-2.23935, 6.31477, 1.51677], [1.03331, 0.69533, -2.51264], [-0.83302, 6.27106, 1.94058], [6.78700, 0.20397, -1.58047], [0.02286, 5.10042, -4.25151], [-2.27533, -5.49422, -1.19065], [-1.54690, -4.88555, -2.38339], [-4.28825, -7.90496, 0.20313], [-4.46262, -6.89227, -0.91272], [-0.25416, 0.13680, -1.78340], [-3.00178, -4.29585, -0.45273], [-3.26772, 0.80100, -8.01995], [5.84985, -1.32122, 0.24809], [-0.44735, 4.07956, -6.95350], [-3.73310, 5.52605, 4.17118], [-2.45463, -1.26934, -6.67862], [4.17641, -2.20823, -3.10903], [0.98451, -5.79672, 6.16126], [-0.87398, 5.56095, -6.57141], [3.00334, -0.09634, 5.88457], [-1.27353, 1.33129, -2.10797], [6.10148, 0.12919, -0.26324], [-6.18680, -1.13407, -5.82935], [-5.15359, -5.71565, -0.18902], [6.73299, -2.71659, -2.67691], [6.01449, -0.01270, 5.83083], [2.11389, 1.37500, -0.39406], [-5.09769, -0.49929, -4.92307], [-0.37273, -5.14108, 6.16158], [0.75531, 0.96229, 0.44779], [-2.93093, 5.02580, 1.93192], [1.39932, 0.33899, 1.73643], [0.20990, 6.52233, -7.25823], [-3.14259, 3.22092, 3.49522], [6.06866, 0.36057, 8.20423], [1.77523, 1.81578, -1.80276], [4.25164, 2.50169, 4.22019], [5.46653, -1.91039, -2.27440], [-0.56890, 6.09689, 3.50581], [0.45191, -4.20042, 3.18163], [-4.09440, -4.77610, 0.50960], [0.71470, 3.44103, -6.16303], [3.84226, 2.38846, 5.72486], [-5.51900, -7.41637, -1.96489], [-5.92163, 0.48215, -3.97179], [-3.51739, 3.01736, 4.49831], [2.58768, 2.28810, -0.03368], [5.50266, -0.14776, 4.87800], [-2.35468, 5.49899, -8.29613], [0.06364, 6.62879, -8.33312], [-0.41958, 2.93016, -4.46178], [-0.86232, 5.83271, -2.37399], [4.29786, -1.91940, -4.15303], [-0.71407, -5.50764, -2.71126], [-1.76278, -5.08860, 2.48739], [1.30348, 5.90391, 4.65950], [-3.57798, -7.53877, 0.94442], [1.24444, -3.46026, 3.29188], [1.23120, 2.75706, -1.72438], [3.41322, 2.69846, 3.55204], [-0.23470, -5.44251, -0.10991], [2.61521, 3.69281, 6.95290], [-1.69527, -4.46711, 7.87138], [-2.27204, -2.43505, 4.19128], [3.98563, -0.38916, 1.23317], [1.82847, -5.11353, 6.25654], [1.65972, -0.13266, -2.84454], [1.20142, 5.14939, 2.95336], [-3.85849, 6.52592, 3.75570], [7.38675, -1.64237, 1.70889], [-3.98988, 5.13480, 1.69773], [-0.21780, 8.18924, 4.18952], [6.73265, 0.64639, 0.45942], [0.21372, -1.89639, -3.01339], [0.92674, -5.17190, 3.31892], [-6.28816, -2.44228, -7.55725], [-4.28722, -1.77722, -8.42842], [2.33828, 3.93196, 5.24326], [1.99558, 1.73963, 6.64445], [8.04741, -1.63126, 0.07661], [-4.06864, -8.91954, -0.12930], [7.12637, 0.59522, 8.08471], [-3.83168, -5.33285, 1.40910], [-4.89973, -2.72438, -6.56404], [-2.41038, -6.04097, 6.31317], [-2.66173, -2.00202, -5.89863], [-2.11858, 6.18896, 0.44081], [7.16412, -3.01278, 0.72227], [4.29498, -1.31501, 7.15212], [-0.43860, 7.19124, 1.50953], [0.10296, 4.37682, -2.07432], [-6.87700, -1.70720, -5.21027], [-2.02875, -1.67633, -7.59573], [1.27242, 6.91979, -4.38202], [-1.59464, -6.21290, 0.79215], [1.27850, 3.17999, -4.19784], [-3.36429, -3.43707, -1.01770], [4.95718, 3.29504, 3.97339], [5.64948, 0.95609, 9.01524], [0.25597, -4.02517, 2.12380], [-6.75780, -0.09781, -3.58122], [2.61671, 2.16105, -2.40344], [-6.48096, -7.25483, -1.47842], [3.47978, -0.02072, 7.97438], [4.66589, 1.54727, 3.89522], [-5.61840, -8.48576, -2.15097], [-1.12257, 2.33329, -1.70633], [-2.81719, 7.19234, 1.80677], [-0.76329, -6.89930, -0.62850], [-2.96368, -4.56262, 3.61841], [-0.45407, -5.61022, 8.27806], [3.35778, -0.28088, 4.87046], [-5.40411, -0.35566, -8.24227], [-3.03535, 0.37866, -8.99757], [6.93804, 0.56380, 5.77793], [4.13221, -3.29267, -3.00833], [-2.62017, 6.78021, -7.12996], [0.21442, 7.46051, -6.70334], [-1.88627, 7.84466, 3.80269], [-0.76729, -1.65829, 3.63085], [-5.23516, -8.00017, 0.73452], [6.45530, -3.76004, -2.52790], [3.79728, 4.49057, 5.79945], [-0.25120, 4.05003, -8.02529], [7.82241, -0.11683, -1.69503], [-0.10694, -3.95282, 8.18204], [-1.37950, 1.34446, -3.19272], [-1.70950, -0.73603, -6.08831], [-0.10919, 2.98074, 0.06904], [5.94068, -0.69334, 8.45125], [-2.75439, -6.64875, 4.06894], [7.56020, -2.62834, -1.97262], [0.49513, 2.85071, 1.67626], [-3.02232, 5.31928, -6.57030], [7.11949, -2.55008, -3.68239], [-3.55362, 5.53460, 5.24626], [6.37779, -0.46216, -3.48185], [-1.22106, 3.39650, -6.60293], [-5.14487, -1.57475, -3.10118], [-4.74567, 5.12262, 4.17719], [2.05019, 1.11087, 2.14712], [-6.80271, -0.34148, -6.25427], [1.95720, -0.58867, 1.60869], [-6.30948, 1.27208, -4.61499], [3.30948, -1.67649, -2.71689], [1.24815, 6.19486, -7.20409], [-2.55392, 4.28358, 1.22830], [6.76959, 1.25588, -1.86557], [-0.19416, 5.57755, 1.39377], [-2.32053, 1.13679, -1.87547], [1.70569, 5.71836, -3.13483], [-4.19794, 1.36655, -7.96557], [6.43453, -0.98530, 6.08719], [0.79657, 2.39817, -6.46938], [-1.11942, -6.82801, 3.64358], [2.84309, 0.56842, -0.47011], [-5.67218, -5.13327, -0.95060], [1.28545, 6.90618, 3.24086], [-4.00392, 2.93940, 2.88944], [1.05580, -6.46708, 7.01779], [-1.04164, -3.92524, -2.28039], [-0.87346, -0.70890, -3.59836], [-3.45786, -1.34138, -3.75774], [-1.40503, -1.75155, -2.36464], [-1.75565, -2.41065, 2.48060], [-5.39178, -7.08192, -2.99449], [-1.04557, 2.08308, 1.25851], [-4.57990, -3.85321, 0.82686], [1.33767, -6.30404, 5.26348], [4.92951, 0.21080, -2.69018], [-5.33363, 0.91923, -3.16475], [4.57204, -1.89304, 1.89419], [-2.38735, 2.48071, 3.23099], [2.08323, 1.43071, 4.88487], [5.54252, -0.47536, 2.20363], [-4.55448, -2.57695, -4.39295], [-2.04548, -4.84088, -3.35165], [-2.36225, 1.36656, -7.80006], [0.66427, 0.11911, 2.51068], [-1.56542, 4.37868, -2.75830], [-1.15873, 7.25421, 5.27392], [-2.20348, -3.88256, 0.16373], [5.19479, 0.73310, -0.22702], [2.15224, -0.76551, 6.01084], [-1.11154, -7.20512, 5.90327], [0.61651, 1.04590, -3.45683], [2.05302, 5.41639, -4.85753], [-5.92166, -5.93388, 0.55296], [1.65868, 3.81917, -6.55549]], "forces_ev_per_a": [[1.4, 5.0, -1.4], [-3.4, 4.3, 2.8], [1.0, -4.5, -1.4], [-1.9, 1.8, -4.6], [-3.9, -4.2, -1.0], [-2.9, -3.4, -2.2], [5.0, 1.6, -2.4], [-4.6, -4.2, -0.4], [3.7, 3.5, -0.5], [4.1, 3.4, -1.3], [-0.3, -4.1, 1.5], [-4.4, 0.4, 1.7], [-0.2, 4.8, 0.7], [3.0, 1.7, 2.0], [4.6, -2.9, -1.4], [1.6, -1.4, 4.0], [0.1, 0.1, -1.2], [0.2, 0.1, -0.7], [-0.1, 0.3, -0.2], [0.8, -2.6, -0.2], [-0.9, -1.7, 0.5], [-1.9, -1.3, -0.3], [-0.3, 0.2, -0.2], [0.1, 1.3, 1.6], [0.9, -1.5, -0.8], [0.0, 0.7, -1.4], [-0.4, 1.8, -1.1], [1.0, 1.0, -1.1], [0.8, 1.9, 0.4], [0.3, -1.2, -0.6], [0.4, -1.0, -1.2], [-0.5, -1.6, -1.0], [-2.8, -2.1, 3.2], [-0.8, -0.1, 0.7], [0.8, 0.5, 0.0], [-0.2, -0.9, 0.6], [1.6, 1.1, -1.3], [0.4, 0.3, 1.1], [0.4, -1.2, 1.4], [0.0, 0.2, 0.4], [1.1, -0.2, -2.2], [-0.2, -0.8, 0.7], [-1.9, 1.5, 0.4], [-0.7, -1.7, -0.9], [-0.7, 0.1, -0.1], [1.6, 1.2, 1.3], [-1.3, 1.4, -0.8], [0.2, -3.1, 2.3], [0.0, 2.2, 0.2], [1.2, -0.7, -1.7], [0.2, -0.8, 0.2], [-2.1, -1.3, -0.5], [1.2, 0.4, -1.2], [0.5, -1.5, 1.1], [0.3, -0.5, 1.4], [-1.4, 2.3, -0.1], [0.1, 0.0, 1.4], [-0.5, 0.3, 0.9], [-0.2, 1.1, 1.4], [1.6, -0.8, 0.6], [1.7, 0.1, -0.5], [0.7, -1.3, -2.5], [-0.3, 0.8, 0.4], [-1.3, -1.8, 0.0], [1.3, -0.3, 0.9], [0.7, -0.1, -0.2], [1.5, 2.7, -0.9], [-0.9, -1.2, 0.9], [1.6, 0.4, -1.2], [-1.5, 0.4, -0.7], [-2.1, 1.1, 1.5], [-1.3, 0.6, 2.2], [2.2, 0.1, 0.8], [0.7, 1.0, -0.8], [-1.1, 0.2, 0.0], [-0.4, -0.3, 1.3], [0.0, -0.8, 1.2], [-1.1, 0.7, -0.1], [-0.5, -0.4, -0.4], [1.1, -1.0, 0.2], [-0.1, 2.1, -0.4], [-0.2, 1.3, -2.0], [0.4, 0.8, -0.7], [-1.5, -0.3, -0.8], [-0.3, 1.1, -1.2], [-2.7, -0.4, -1.0], [-0.1, -0.9, 0.7], [0.7, -0.4, -1.3], [0.5, -0.2, 0.3], [0.0, -0.4, 1.2], [0.2, 0.3, 0.0], [0.2, -0.4, 0.3], [-0.6, 0.2, 0.2], [-0.2, 0.2, 0.1], [0.4, 0.3, 0.2], [0.2, -0.1, 0.0], [0.2, -0.5, 0.4], [-0.1, 0.4, -0.1], [-0.1, -0.5, -0.1], [0.2, -0.3, -0.1], [-0.1, 0.1, 0.9], [-0.7, -0.2, -0.1], [-0.4, -0.1, 0.5], [-0.6, 1.1, 0.0], [0.3, 0.3, 0.1], [-0.2, -0.1, -0.5], [-0.2, 0.6, -0.2], [0.5, 0.2, -0.3], [-0.4, 0.6, 0.5], [0.5, 0.0, 0.6], [0.7, -0.2, 0.5], [0.3, 0.2, 0.3], [0.1, 0.3, 0.0], [-0.2, -0.3, 0.4], [0.2, -0.3, -0.4], [0.1, -0.3, 0.5], [0.7, 0.4, 0.9], [-0.4, -0.1, 0.1], [-0.1, 0.0, -0.1], [0.6, 0.9, -0.8], [-0.2, -0.9, -0.1], [0.0, -0.4, 0.1], [-0.2, 0.1, -0.2], [0.5, 0.2, -0.1], [-0.2, 0.1, -0.1], [0.8, 0.3, 0.0], [0.0, -0.2, 0.3], [0.1, 0.1, 0.0], [-0.6, -0.7, -0.6], [-0.8, 0.9, -0.4], [-0.2, -0.1, -0.3], [0.1, 0.0, -0.1], [0.6, 0.6, 0.9], [0.1, 0.0, -0.4], [0.2, -0.2, 0.1], [-0.1, -0.1, 0.2], [-0.2, 0.0, 0.2], [0.1, 0.0, 0.0], [-0.1, 0.7, 0.9], [-0.1, -0.5, -0.7], [0.3, 0.0, 0.5], [0.2, 0.0, 0.1], [-0.4, -0.6, -0.2], [0.0, 0.1, 0.2], [0.6, -0.5, 0.1], [-0.3, 0.7, -0.6], [-0.4, 0.0, 0.0], [0.2, 0.1, -0.2], [1.0, -0.5, 0.5], [0.8, -0.4, 0.0], [0.4, 0.2, -0.1], [-0.4, -0.5, 0.2], [0.2, 0.7, 0.4], [-0.2, -0.3, 0.0], [0.7, -0.6, 0.2], [0.2, 0.1, -0.4], [-0.6, -0.3, 0.0], [0.0, 0.4, -0.8], [-1.0, 0.0, -0.3], [0.5, 0.5, -0.3], [-0.3, 0.3, -0.5], [-0.1, -0.1, -0.1], [0.2, -0.2, 0.5], [-0.1, 0.1, -0.1], [0.0, -0.3, -0.5], [0.2, 0.3, 0.8], [-0.4, -0.1, 0.0], [-0.2, -0.4, 0.4], [0.6, 0.2, -1.0], [0.5, 0.4, -0.1], [0.5, 0.6, -0.6], [-0.1, 0.0, -0.1], [0.2, 0.0, 0.1], [-0.1, -0.5, 0.2], [-0.1, 0.6, 0.0], [0.2, -0.4, 0.2], [0.0, -1.0, -0.5], [-0.4, 0.1, 0.0], [0.6, 0.4, 0.0], [-0.6, 0.2, -0.5], [-0.9, 0.2, -0.8], [0.4, 0.0, 0.2], [0.0, -0.5, -0.7], [0.2, -0.1, 0.0], [0.1, 0.2, -0.2], [0.0, 0.1, -0.5], [-0.1, 0.2, 0.2], [0.1, -0.3, 0.3], [0.0, -0.6, 0.4], [0.1, -0.5, 0.4], [0.5, 0.3, 0.0], [-0.5, -0.8, 0.0], [0.0, -0.5, 0.7], [0.3, 0.1, -0.1], [0.5, 0.7, -0.8], [-0.6, -0.2, 0.4], [-0.4, -0.3, 0.3], [0.5, 0.0, 0.4], [-0.2, -0.2, 0.5], [0.0, 0.3, -0.1], [0.4, -0.2, -0.2], [0.0, 0.7, -0.4], [-0.1, -0.2, -0.2], [-0.5, 0.2, 0.9], [0.0, 0.0, -0.3], [-0.1, 0.0, 0.4], [0.0, 0.1, 0.5], [-0.1, -0.8, -0.1], [-0.2, 1.0, 0.4], [0.1, -0.3, 0.0], [-0.3, -0.2, 0.4], [-0.8, -0.5, -0.2], [-0.1, 0.0, 0.2], [0.1, -0.1, -0.1], [-0.2, -0.1, 0.3], [0.3, 0.3, 0.2], [-0.3, 0.8, 0.1], [-0.3, 0.3, 0.0], [0.2, 0.0, -0.2], [-1.0, 0.1, 0.3], [-0.3, 0.3, 0.6], [-0.3, 0.1, -0.1], [0.2, -0.6, -0.5], [-0.1, -0.3, 0.1], [0.1, 0.3, 0.0], [-0.2, -0.2, -0.5], [-0.3, 0.3, 0.0], [0.0, 0.1, 0.7], [0.2, 0.1, -0.1], [0.2, 0.1, 0.1], [0.2, -0.8, -0.2], [0.4, 0.6, 0.7]], "gap_ev": [9.067, 8.896], "spin_multiplicity": 9}